Record 1
This record from the OMol25 dataset describes C34H44BN7PtS3 as an isolated structure. The level of theory is the ωB97M-V functional and the def2-TZVPD basis.

Atoms and positions in Å:
Pt (-0.38, 0.17, -2.78)
C (4.58, 1.09, -1.43)
C (3.54, 0.30, -0.71)
C (3.81, -0.51, 0.36)
C (2.78, -1.27, 0.99)
N (1.54, -1.16, 0.60)
N (1.27, -0.36, -0.43)
B (-0.21, -0.01, -0.74)
N (-0.51, 1.37, -0.06)
N (0.05, 1.61, 1.12)
C (-0.29, 2.70, 1.76)
C (-1.27, 3.57, 1.22)
C (-1.85, 3.34, 0.01)
C (-2.87, 4.21, -0.63)
C (-1.38, 2.18, -0.66)
S (-1.90, 1.75, -2.25)
C (0.38, 2.99, 3.09)
C (-0.70, 3.13, 4.17)
C (1.16, 4.30, 2.95)
C (1.33, 1.86, 3.47)
N (-1.23, -1.05, -0.19)
N (-1.33, -1.07, 1.14)
C (-2.13, -1.95, 1.69)
C (-2.85, -2.87, 0.89)
C (-2.79, -2.82, -0.48)
C (-3.55, -3.74, -1.37)
C (-1.95, -1.81, -1.02)
S (-1.90, -1.53, -2.74)
C (-2.27, -1.94, 3.20)
C (-3.73, -1.59, 3.53)
C (-1.94, -3.33, 3.75)
C (-1.34, -0.90, 3.82)
C (2.19, 0.34, -1.12)
S (1.69, 1.24, -2.53)
C (3.08, -2.16, 2.18)
C (4.35, -2.97, 1.92)
C (3.28, -1.25, 3.40)
C (1.92, -3.12, 2.44)
H (5.54, 1.01, -0.92)
H (4.30, 2.14, -1.48)
H (4.69, 0.73, -2.45)
H (4.82, -0.59, 0.73)
H (-1.56, 4.45, 1.78)
H (-3.08, 5.08, -0.01)
H (-3.81, 3.66, -0.78)
H (-2.53, 4.55, -1.61)
H (-1.36, 3.99, 3.99)
H (-0.23, 3.29, 5.14)
H (-1.32, 2.24, 4.24)
H (0.51, 5.14, 2.69)
H (1.94, 4.22, 2.19)
H (1.64, 4.54, 3.90)
H (0.81, 0.91, 3.55)
H (1.78, 2.09, 4.43)
H (2.13, 1.75, 2.73)
H (-3.49, -3.61, 1.36)
H (-4.24, -4.35, -0.78)
H (-2.87, -4.41, -1.90)
H (-4.12, -3.19, -2.11)
H (-4.43, -2.32, 3.13)
H (-4.00, -0.60, 3.14)
H (-3.87, -1.57, 4.61)
H (-2.61, -4.10, 3.38)
H (-2.03, -3.32, 4.84)
H (-0.91, -3.62, 3.51)
H (-1.61, 0.11, 3.50)
H (-0.30, -1.07, 3.54)
H (-1.42, -0.95, 4.91)
H (5.25, -2.36, 1.93)
H (4.30, -3.51, 0.97)
H (4.47, -3.71, 2.71)
H (4.06, -0.51, 3.23)
H (3.58, -1.85, 4.26)
H (2.35, -0.73, 3.66)
H (1.80, -3.83, 1.62)
H (0.98, -2.58, 2.57)
H (2.12, -3.69, 3.35)
N (-0.41, 0.36, -5.02)
C (-0.42, 0.43, -6.16)
C (-0.44, 0.53, -7.58)
C (-0.28, -0.63, -8.35)
C (-0.29, -0.52, -9.73)
C (-0.47, 0.72, -10.33)
C (-0.62, 1.87, -9.56)
C (-0.61, 1.78, -8.18)
H (-0.14, -1.59, -7.87)
H (-0.17, -1.40, -10.34)
H (-0.48, 0.80, -11.40)
H (-0.76, 2.83, -10.03)
H (-0.73, 2.67, -7.56)

Summary:
- Molecular weight: 852.9 g mol⁻¹
- E_tot: -82822.437 eV
- Charge: +2
- Kohn-Sham gap: 6.30 eV
- HOMO energy: -13.79 eV
- Multiplicity: 1

Record 2
This record from the OMol25 dataset describes a 3-piece molecular cluster, C34H44Br2F3N6O5 overall. The level of theory is the ωB97M-V functional and the def2-TZVPD basis.

Atoms and positions in Å:
C (-4.39, 4.18, 2.17)
C (-3.41, 5.28, 1.81)
C (-2.33, 4.84, 0.86)
O (-1.34, 4.14, 1.62)
N (-0.60, 3.25, 0.77)
C (-1.33, 2.01, 0.90)
N (-1.72, 1.30, -0.10)
C (-1.40, 1.72, -1.48)
C (-0.36, 0.76, -2.08)
C (0.80, 0.53, -1.13)
C (1.56, -0.76, -1.44)
C (2.98, -0.70, -0.84)
N (2.99, 0.02, 0.46)
C (-2.45, 0.06, 0.11)
C (-3.95, 0.20, -0.03)
C (-4.75, -0.83, 0.46)
C (-6.13, -0.77, 0.34)
C (-6.75, 0.32, -0.27)
C (-5.97, 1.37, -0.74)
C (-4.58, 1.31, -0.61)
N (-1.50, 1.74, 2.23)
C (-0.21, 2.23, 2.85)
C (0.55, 2.85, 1.63)
C (1.52, 4.00, 1.86)
C (2.64, 4.03, 0.81)
C (2.28, 4.61, -0.53)
F (1.30, 3.89, -1.15)
Br (1.62, 6.44, -0.40)
C (3.50, 4.61, -1.50)
F (4.42, 5.48, -1.13)
F (4.03, 3.37, -1.49)
Br (2.95, 4.96, -3.34)
H (-5.04, 3.90, 1.34)
H (-3.92, 3.28, 2.55)
H (-5.05, 4.54, 2.96)
H (-3.98, 6.10, 1.37)
H (-2.94, 5.69, 2.70)
H (-1.86, 5.71, 0.38)
H (-2.75, 4.24, 0.05)
H (-1.05, 2.75, -1.51)
H (-2.29, 1.68, -2.10)
H (-0.90, -0.16, -2.34)
H (-0.04, 1.18, -3.04)
H (1.46, 1.40, -1.20)
H (0.44, 0.41, -0.11)
H (1.02, -1.54, -0.90)
H (1.58, -1.00, -2.50)
H (3.29, -1.73, -0.65)
H (3.69, -0.22, -1.51)
H (3.63, 0.79, 0.44)
H (3.20, -0.60, 1.22)
H (-2.27, -0.36, 1.09)
H (-2.08, -0.65, -0.63)
H (-4.31, -1.70, 0.95)
H (-6.78, -1.56, 0.71)
H (-7.82, 0.38, -0.39)
H (-6.40, 2.24, -1.22)
H (-4.02, 2.16, -0.97)
H (-1.47, 0.74, 2.43)
H (-0.29, 2.82, 3.75)
H (0.40, 1.36, 3.10)
H (1.08, 2.01, 1.18)
H (1.98, 3.84, 2.83)
H (0.97, 4.93, 1.86)
H (3.43, 4.65, 1.22)
H (3.07, 3.03, 0.68)
C (6.68, -7.31, -1.50)
C (5.31, -7.13, -1.62)
C (4.78, -5.86, -1.71)
C (5.64, -4.77, -1.68)
C (7.01, -4.93, -1.54)
C (7.53, -6.21, -1.45)
N (5.09, -3.42, -1.79)
O (3.88, -3.30, -1.88)
O (5.87, -2.49, -1.79)
H (7.09, -8.31, -1.43)
H (4.65, -7.99, -1.66)
H (3.72, -5.71, -1.81)
H (7.67, -4.07, -1.51)
H (8.60, -6.35, -1.35)
C (-2.83, -5.61, -0.33)
C (-1.63, -5.10, -0.81)
C (-1.00, -4.07, -0.14)
C (-1.57, -3.57, 1.01)
C (-2.77, -4.06, 1.51)
C (-3.40, -5.09, 0.83)
N (-0.89, -2.49, 1.74)
O (0.14, -2.06, 1.28)
O (-1.41, -2.08, 2.76)
H (-3.33, -6.42, -0.85)
H (-1.19, -5.51, -1.71)
H (-0.06, -3.68, -0.51)
H (-3.21, -3.65, 2.41)
H (-4.34, -5.48, 1.20)

Summary:
- Molecular weight: 833.6 g mol⁻¹
- E_tot: -203374.789 eV
- Charge: +1
- Kohn-Sham gap: 8.08 eV
- HOMO energy: -11.23 eV
- Multiplicity: 1

Record 3
This record from the OMol25 dataset describes a 9-piece molecular cluster, C34H44Cl2F24O16 overall. The level of theory is the ωB97M-V functional and the def2-TZVPD basis.

Atoms and positions in Å:
C (-3.80, 7.19, 3.44)
C (-3.23, 5.86, 2.94)
O (-4.09, 4.81, 3.49)
C (-3.69, 3.53, 3.33)
O (-2.79, 3.10, 2.64)
C (-4.45, 2.47, 4.12)
F (-3.60, 1.70, 4.78)
F (-5.25, 3.14, 4.92)
F (-5.24, 1.70, 3.36)
H (-4.89, 7.25, 3.47)
H (-3.45, 8.05, 2.86)
H (-3.57, 7.37, 4.49)
H (-2.23, 5.58, 3.26)
H (-3.25, 5.84, 1.85)
C (0.47, -5.74, -1.94)
C (-0.68, -6.04, -2.94)
O (-1.43, -4.85, -3.09)
C (-2.41, -4.35, -2.22)
O (-2.71, -4.96, -1.15)
C (-2.94, -2.97, -2.63)
F (-3.94, -3.13, -3.44)
F (-3.37, -2.32, -1.58)
F (-2.03, -2.29, -3.22)
H (0.91, -4.86, -2.40)
H (1.27, -6.48, -1.95)
H (0.24, -5.45, -0.91)
H (-1.26, -6.91, -2.60)
H (-0.33, -6.24, -3.95)
C (-6.05, 2.39, -6.65)
C (-5.01, 1.70, -5.79)
O (-4.95, 2.51, -4.58)
C (-3.94, 2.20, -3.66)
O (-3.10, 1.29, -3.74)
C (-3.96, 3.01, -2.29)
F (-4.60, 4.09, -2.45)
F (-4.57, 2.20, -1.46)
F (-2.72, 3.15, -1.90)
H (-6.73, 1.57, -6.87)
H (-5.59, 2.67, -7.60)
H (-6.66, 3.22, -6.32)
H (-4.09, 1.62, -6.35)
H (-5.38, 0.73, -5.45)
C (2.65, 0.35, 2.73)
C (1.17, 0.19, 3.08)
O (0.85, 0.55, 4.38)
C (0.47, 1.77, 4.77)
O (0.56, 2.87, 4.15)
C (-0.14, 1.84, 6.17)
F (-0.33, 0.61, 6.55)
F (0.74, 2.39, 6.95)
F (-1.24, 2.65, 6.26)
H (2.83, 0.19, 1.67)
H (3.24, -0.38, 3.29)
H (3.11, 1.33, 2.83)
H (0.93, -0.87, 2.98)
H (0.67, 0.74, 2.28)
C (-3.84, -3.27, 3.44)
C (-3.13, -2.17, 4.23)
O (-1.75, -2.50, 4.53)
C (-1.32, -2.76, 5.85)
O (-2.06, -2.64, 6.91)
C (0.09, -3.30, 6.09)
F (0.75, -3.50, 4.91)
F (0.69, -2.29, 6.82)
F (0.09, -4.51, 6.76)
H (-4.15, -4.10, 4.08)
H (-3.24, -3.56, 2.58)
H (-4.80, -2.87, 3.13)
H (-3.77, -2.00, 5.09)
H (-3.09, -1.25, 3.64)
C (1.79, -3.13, 1.14)
C (2.72, -4.00, 0.27)
O (4.13, -3.70, 0.48)
C (4.88, -2.75, -0.26)
O (4.46, -2.16, -1.24)
C (6.33, -2.48, 0.23)
F (6.24, -2.35, 1.58)
F (7.06, -3.51, -0.19)
F (6.92, -1.32, -0.26)
H (0.74, -3.23, 0.88)
H (2.02, -2.06, 1.07)
H (1.73, -3.43, 2.18)
H (2.35, -3.90, -0.75)
H (2.52, -5.06, 0.40)
C (3.66, 3.58, -0.05)
C (3.53, 2.83, -1.37)
O (4.83, 2.76, -1.94)
C (5.68, 1.80, -1.54)
O (5.47, 1.00, -0.64)
C (6.90, 1.72, -2.47)
F (6.73, 2.15, -3.68)
F (7.87, 2.49, -1.88)
F (7.33, 0.50, -2.50)
H (2.70, 3.71, 0.44)
H (4.04, 4.60, -0.08)
H (4.30, 3.13, 0.72)
H (2.96, 3.43, -2.09)
H (2.98, 1.90, -1.26)
C (2.10, -2.56, -4.07)
C (2.14, -1.22, -3.43)
O (2.20, -0.18, -4.41)
C (3.30, 0.66, -4.54)
O (4.37, 0.36, -4.06)
C (3.20, 2.00, -5.33)
F (3.53, 3.03, -4.50)
F (4.02, 1.99, -6.33)
F (1.94, 2.16, -5.76)
H (2.15, -3.36, -3.34)
H (2.96, -2.72, -4.73)
H (1.26, -2.84, -4.70)
H (2.94, -1.00, -2.72)
H (1.24, -1.09, -2.83)
Cl (1.11, 0.21, -0.40)
C (-0.45, 0.57, -0.98)
C (-1.43, 0.88, 0.19)
Cl (-1.55, -0.53, 1.35)
H (-0.77, -0.19, -1.68)
H (-0.32, 1.51, -1.51)
H (-2.44, 1.11, -0.15)
H (-1.20, 1.74, 0.81)

Summary:
- Molecular weight: 1235.6 g mol⁻¹
- E_tot: -158993.684 eV
- Charge: -1
- Kohn-Sham gap (alpha / beta): 1.64 / 5.94 eV
- <S²>: 0.7533
- HOMO energy (alpha / beta): -0.05 / -4.36 eV
- Multiplicity: 2

Record 4
This record from the OMol25 dataset describes C34H44IrN3P2 as an isolated structure. The level of theory is the ωB97M-V functional and the def2-TZVPD basis.

Atoms and positions in Å:
Ir (-0.26, -0.19, -0.33)
C (-1.67, -4.71, -1.15)
C (-1.25, -3.30, -1.22)
C (-0.52, -2.90, -2.48)
P (-0.41, -2.47, 0.21)
C (-1.08, -2.95, 1.81)
C (-0.95, -4.42, 2.15)
C (-2.52, -2.45, 2.00)
C (1.36, -2.83, 0.06)
C (1.83, -4.12, -0.19)
C (3.10, -4.37, -0.66)
C (3.95, -3.32, -0.96)
C (3.50, -1.99, -0.80)
C (2.25, -1.72, -0.21)
N (1.70, -0.44, -0.02)
C (2.56, 0.57, 0.14)
C (3.73, 0.44, 0.94)
C (4.64, 1.47, 0.95)
C (4.44, 2.65, 0.22)
C (3.22, 2.87, -0.40)
C (2.32, 1.81, -0.49)
P (0.49, 2.00, -0.89)
C (0.24, 2.19, -2.77)
C (0.72, 0.89, -3.43)
C (0.90, 3.40, -3.43)
C (0.01, 3.51, -0.05)
C (-1.54, 3.66, 0.03)
C (0.77, 3.77, 1.28)
H (-2.32, -4.83, -2.02)
H (-2.35, -4.91, -0.28)
H (-0.87, -5.42, -1.22)
H (-2.20, -2.71, -1.30)
H (0.28, -3.61, -2.68)
H (-0.09, -1.91, -2.45)
H (-1.18, -2.85, -3.35)
H (-0.58, -2.38, 2.58)
H (-1.47, -5.02, 1.38)
H (-1.27, -4.64, 3.17)
H (0.06, -4.77, 2.14)
H (-3.13, -3.11, 1.36)
H (-2.65, -1.42, 1.64)
H (-2.92, -2.68, 2.99)
H (1.19, -4.93, 0.07)
H (3.51, -5.39, -0.66)
H (4.92, -3.55, -1.40)
H (4.11, -1.21, -1.12)
H (4.00, -0.44, 1.44)
H (5.61, 1.32, 1.36)
H (5.24, 3.38, 0.22)
H (3.04, 3.81, -1.01)
H (-0.83, 2.31, -2.81)
H (1.66, 0.52, -3.07)
H (0.86, 1.11, -4.51)
H (-0.06, 0.13, -3.38)
H (1.96, 3.20, -3.63)
H (0.88, 4.27, -2.79)
H (0.55, 3.63, -4.46)
H (0.40, 4.27, -0.71)
H (-2.08, 1.67, -0.01)
H (-1.85, 3.62, -1.00)
H (-1.86, 4.56, 0.55)
H (1.01, 2.94, 1.98)
H (0.14, 4.46, 1.86)
H (1.67, 4.38, 1.03)
C (0.11, 1.01, 4.01)
C (-0.86, 2.00, 4.22)
C (-1.65, 2.44, 3.21)
C (-1.48, 1.92, 1.92)
N (-0.69, 0.87, 1.72)
C (0.14, 0.47, 2.77)
C (-2.18, 2.44, 0.67)
C (-3.65, 2.73, 0.82)
C (-4.51, 2.16, -0.08)
C (-4.34, 1.07, -0.99)
C (-3.35, 0.03, -1.25)
N (-2.10, 0.00, -1.02)
H (0.83, 0.79, 4.78)
H (-1.03, 2.42, 5.19)
H (-2.53, 3.00, 3.42)
H (0.83, -0.23, 2.48)
H (-4.08, 3.40, 1.59)
H (-5.49, 2.52, -0.10)
H (-5.16, 0.87, -1.68)
H (-3.70, -0.77, -1.91)

Summary:
- Molecular weight: 748.9 g mol⁻¹
- E_tot: -61842.589 eV
- Charge: +2
- Kohn-Sham gap (alpha / beta): 8.40 / 6.20 eV
- <S²>: 6.0980
- HOMO energy (alpha / beta): -13.28 / -14.18 eV
- Multiplicity: 5